# 1
ORCA calculation (ωB97M-V/def2-TZVPD) on a 8-piece molecular cluster, C48H72O10 overall in a non-equilibrium geometry.

XYZ file:
```
130
Properties=species:S:1:pos:R:3:forces:R:3:lowdin_charge:R:1
C 3.4147 1.5486 -1.0531 -0.870 -0.102 -0.818 -0.11
C 4.5263 0.5663 -1.5364 -0.074 1.499 1.004 -0.26
C 4.4307 -0.7188 -0.7665 -0.430 -1.838 -1.174 -0.24
C 5.4982 -1.6785 -1.3204 -0.094 0.052 -1.252 -0.26
C 5.6942 -2.8199 -0.3810 0.541 -1.220 -0.400 -0.29
C 6.4220 -2.4066 0.8994 -1.299 0.321 1.191 -0.11
H 3.5214 2.6034 -1.4160 -0.180 -1.001 -0.033 0.07
H 3.3186 1.6363 0.0336 0.628 -0.227 0.069 0.06
H 2.4088 1.1068 -1.3163 0.859 0.720 -0.183 0.07
H 4.5063 0.3095 -2.6195 -0.180 0.595 0.594 0.12
H 5.5208 1.0495 -1.2963 -0.845 -0.573 -0.459 0.12
H 3.4451 -1.2825 -0.9187 0.997 1.132 0.195 0.12
H 4.5493 -0.6086 0.3096 0.033 0.312 -0.002 0.10
H 5.2526 -2.0333 -2.3825 -0.048 0.423 1.426 0.14
H 6.4480 -1.1743 -1.4405 0.367 0.466 -0.019 0.10
H 4.6458 -3.1662 -0.2191 0.943 -0.417 0.486 0.10
H 6.3128 -3.6318 -0.8518 -0.804 0.516 0.221 0.12
H 6.6651 -3.2963 1.4969 0.068 0.307 -0.086 0.07
H 7.3195 -1.7772 0.7957 -0.212 -0.410 -0.461 0.08
H 5.7129 -1.7919 1.5129 0.669 -0.510 -0.228 0.07
C -0.1124 6.0155 0.2897 0.767 1.066 0.116 -0.14
C -0.5805 5.1271 -0.8670 1.857 -0.989 0.507 -0.25
C 0.6384 4.1840 -1.2041 -1.526 -0.135 0.385 -0.23
C 0.7227 3.6107 -2.6055 0.034 -1.089 -0.556 -0.24
C -0.3805 2.5546 -2.9382 -0.099 0.468 -0.092 -0.24
C -0.0824 1.7157 -4.2524 -0.505 1.626 1.127 -0.09
H -0.9132 6.6477 0.6949 0.194 0.434 -0.595 0.06
H 0.7988 6.6191 -0.1211 -1.773 -0.675 0.978 0.11
H 0.2212 5.5430 1.2334 0.159 -0.537 -0.795 0.06
H -1.4345 4.4925 -0.6580 -0.322 0.113 0.268 0.09
H -0.8261 5.7560 -1.7044 -0.114 0.282 -0.472 0.10
H 0.5635 3.3343 -0.4758 0.327 0.578 -0.606 0.09
H 1.5521 4.7073 -0.9706 0.384 0.257 0.047 0.09
H 0.7537 4.3529 -3.4338 -0.108 -0.109 0.670 0.12
H 1.7015 3.0994 -2.6328 -0.360 0.047 -0.262 0.07
H -0.5785 1.9016 -2.0427 0.547 0.325 -0.777 0.09
H -1.3506 3.1011 -3.0628 0.650 -0.416 -0.054 0.11
H 0.9903 1.6030 -4.4705 -0.456 -0.052 0.158 0.07
H -0.5853 0.7961 -4.1143 -0.065 -1.421 0.000 0.03
H -0.6211 2.1642 -5.0900 0.457 0.233 -0.120 0.06
C -4.7224 5.8476 5.2072 0.093 0.290 0.163 -0.11
C -3.7571 4.7762 4.6482 -0.754 -0.997 2.072 -0.28
C -2.2752 4.9453 4.8516 0.443 -0.942 0.499 -0.23
C -1.5218 3.7543 4.1936 -0.200 0.843 -1.312 -0.20
C -1.8711 3.5995 2.6781 1.000 0.567 0.067 -0.25
C -0.8322 2.7745 1.9203 -1.084 -0.988 -0.446 -0.11
H -4.7408 6.7736 4.5858 0.198 -0.625 0.410 0.08
H -4.5051 6.1383 6.2472 0.241 -0.058 -0.322 0.07
H -5.7555 5.4850 5.2521 0.162 -0.094 -0.268 0.06
H -3.9797 3.7335 5.1231 -0.068 1.672 -1.018 0.15
H -3.8869 4.7521 3.6011 -0.592 -0.451 -1.185 0.07
H -2.0188 4.9108 5.9280 -0.076 0.390 -0.391 0.11
H -1.9104 5.8728 4.4006 0.034 0.053 0.138 0.11
H -0.4643 4.0624 4.2271 -0.081 -0.693 0.132 0.10
H -1.6888 2.7917 4.6741 0.122 0.128 0.440 0.11
H -2.8635 3.2662 2.4409 -0.591 -0.286 0.298 0.10
H -1.7826 4.6098 2.2885 -0.254 0.345 -0.310 0.09
H -0.9699 2.6827 0.8031 -0.196 0.183 1.231 0.07
H 0.0861 3.2543 2.0948 1.579 0.396 0.033 0.05
H -0.7653 1.7581 2.3422 -0.013 0.176 -0.171 0.07
C -1.4512 -6.1857 0.1750 2.041 1.591 -1.023 -0.01
C -1.4854 -4.8174 0.4879 -0.318 -0.268 0.138 -0.01
C -2.6557 -4.2647 0.9948 -0.628 -0.879 0.281 -0.34
C -3.8177 -5.0673 1.1104 1.397 -0.521 0.044 0.01
C -3.7228 -6.4337 0.7793 -1.114 2.242 0.338 -0.01
C -2.5726 -6.9554 0.3069 1.540 -1.707 -0.148 -0.35
O -2.5231 -8.3159 0.0662 -1.233 0.396 -0.196 0.05
O -2.5993 -2.9810 1.4737 0.833 -0.420 0.019 0.05
H -0.4853 -6.5298 -0.2850 -1.170 -0.120 0.625 0.14
H -0.6113 -4.1683 0.3875 -0.173 -0.345 0.084 0.10
H -4.7080 -4.6936 1.5943 -0.102 0.165 -0.153 0.12
H -4.5566 -7.0717 0.8763 -0.878 -0.594 0.234 0.11
H -1.6406 -8.6330 0.1772 0.910 -0.198 0.013 0.09
H -3.3639 -2.5190 1.1799 -1.100 0.757 -0.279 0.08
C 1.2749 1.6483 5.3175 -0.127 1.703 1.750 -0.01
C 0.7277 2.3431 6.4324 -0.304 -1.632 -0.823 -0.03
C 1.1000 3.6151 6.7145 0.378 1.726 -0.002 -0.35
C 2.1143 4.2070 5.9681 0.181 -1.079 0.082 -0.03
C 2.7384 3.5038 4.9495 0.498 2.145 -0.672 -0.02
C 2.2643 2.2626 4.5736 0.625 -1.909 -1.703 -0.30
O 2.8326 1.6504 3.4347 -0.215 0.901 0.989 0.00
O 0.4682 4.3737 7.6753 -0.170 -0.316 0.241 0.03
H 0.8899 0.6692 5.1862 0.017 -0.812 -0.533 0.10
H -0.0205 1.8296 7.0230 -0.088 0.176 0.042 0.12
H 2.4731 5.1645 6.2850 0.179 0.546 -0.151 0.11
H 3.5032 4.1040 4.3776 -0.721 -1.325 0.460 0.14
H 2.5982 0.7094 3.3221 -0.137 0.339 0.301 0.06
H 0.7748 5.2911 7.6234 -0.025 -0.425 -0.035 0.10
C 1.1413 -2.3838 -6.5016 -0.830 -0.132 1.096 -0.01
C 1.4759 -2.9303 -7.6983 -1.022 -1.959 -0.959 -0.03
C 0.9741 -4.2233 -8.0368 0.990 0.138 0.297 -0.32
C 0.2940 -5.0329 -7.1405 -0.598 -0.321 -0.800 -0.02
C -0.0995 -4.4689 -5.9440 0.680 1.118 -0.180 -0.01
C 0.3086 -3.1699 -5.6615 0.705 1.109 0.834 -0.28
O 0.0767 -2.5905 -4.4042 -0.687 -0.048 0.128 -0.03
O 1.2460 -4.8228 -9.2282 1.288 1.285 -1.662 0.02
H 1.4867 -1.3629 -6.2297 -0.457 -0.994 0.051 0.13
H 2.0302 -2.4016 -8.4351 0.513 0.422 -0.452 0.10
H 0.0005 -6.0655 -7.4583 0.332 1.138 0.396 0.14
H -0.6811 -5.0078 -5.2383 -0.354 -0.363 0.586 0.11
H -0.8671 -2.5736 -4.1453 0.483 -0.167 -0.193 0.10
H 1.8089 -4.2160 -9.8010 -1.104 -1.158 1.132 0.14
C -5.4600 -3.1864 -1.6660 0.911 1.576 0.537 0.01
C -4.0713 -3.4242 -1.8614 -1.440 0.161 0.760 -0.01
C -3.2525 -2.3167 -1.9756 0.597 0.633 -0.306 -0.35
C -3.7208 -1.0188 -1.9473 -0.411 1.209 -0.586 0.00
C -5.1058 -0.7955 -1.8666 1.502 1.119 0.358 -0.03
C -5.9520 -1.8272 -1.6285 -0.504 -2.826 -0.307 -0.32
O -7.2807 -1.5474 -1.3803 0.382 -0.085 -0.141 0.04
O -1.9029 -2.4463 -2.1979 1.012 -0.985 0.707 -0.01
H -6.1312 -3.9646 -1.3412 -0.075 -0.349 -0.281 0.10
H -3.5756 -4.4034 -1.7561 -0.678 0.378 -0.306 0.12
H -3.0276 -0.1259 -2.0637 -0.843 -1.476 0.161 0.14
H -5.4630 0.2245 -1.8782 -0.194 -0.011 0.023 0.12
H -7.8078 -2.3522 -1.4384 0.134 0.031 0.012 0.10
H -1.5139 -3.0640 -1.5294 -0.359 0.544 -0.756 0.10
C 1.9277 -2.6301 1.4695 0.141 1.092 0.210 -0.02
C 1.8867 -3.1888 0.2391 -1.218 -0.182 -0.608 -0.04
C 1.1297 -2.5874 -0.7962 1.543 0.786 1.720 -0.39
C 0.6534 -1.2972 -0.6490 0.137 0.141 0.892 -0.01
C 0.7933 -0.6254 0.5868 0.975 -2.535 0.277 0.02
C 1.4065 -1.3506 1.6231 -0.352 0.568 -0.057 -0.29
O 1.6403 -0.8579 2.9012 -1.478 1.390 0.805 -0.02
O 1.1173 -3.3238 -1.8805 -0.055 -1.854 -1.333 0.07
H 2.4226 -3.0437 2.3347 0.089 -0.277 -0.083 0.13
H 2.3204 -4.1428 0.0402 0.227 -0.532 -0.150 0.12
H 0.2383 -0.7915 -1.4884 -0.450 0.296 -0.520 0.10
H 0.4604 0.3648 0.7302 -0.312 0.985 0.110 0.08
H 0.8481 -0.3525 3.2318 1.024 -0.763 -0.665 0.12
H 0.8147 -2.9595 -2.7082 -0.424 0.801 -0.727 0.06
```
Positions in Å, forces in eV/Å.

Results
Kohn-Sham gap	8.4980	eV
LUMO energy	0.4	eV
SMILES string	Oc1ccc(O)cc1.Oc1ccc(O)cc1.Oc1ccc(O)cc1.Oc1ccc(O)cc1.Oc1ccc(O)cc1.CCCCCC.CCCCCC.CCCCCC

# 2
ORCA calculation (ωB97M-V/def2-TZVPD) on a 12-piece molecular cluster, C48H72O36 overall in a non-equilibrium geometry.

XYZ file:
```
156
Properties=species:S:1:pos:R:3:forces:R:3:lowdin_charge:R:1
C -15.4957 19.7330 1.0264 0.597 -0.380 -0.070 -0.01
C -14.4798 19.5795 2.2434 -2.574 0.757 -1.661 -0.26
C -13.1389 20.2456 2.1285 -2.630 0.460 -3.440 -0.17
O -12.9671 20.7661 3.3595 2.039 0.856 4.630 0.08
C -14.1491 20.9312 4.0260 -1.695 1.521 3.555 -0.47
O -14.4508 21.5017 5.1138 2.532 -2.056 -4.532 0.09
O -15.0924 20.3469 3.3055 -0.421 -0.898 -0.333 0.08
H -15.4787 20.6845 0.4948 0.367 0.503 0.725 0.08
H -16.5337 19.5871 1.3254 0.188 -0.083 0.443 0.08
H -15.3595 19.0699 0.1721 0.459 -0.641 0.373 0.07
H -14.3418 18.5420 2.5478 -0.375 -0.062 0.182 0.15
H -13.2508 21.1538 1.5363 0.127 -0.260 -1.012 0.14
H -12.5459 19.5173 1.5752 1.387 0.274 1.163 0.15
C -24.2059 24.3783 9.4417 1.595 1.227 0.252 -0.03
C -24.6506 24.1136 8.0413 -0.846 -3.609 0.602 -0.27
C -24.5971 22.6414 7.4594 1.095 1.310 -1.330 -0.05
O -25.5026 22.8340 6.2909 -0.082 0.633 1.975 0.02
C -26.5325 23.5381 6.9220 -1.677 -1.444 -1.459 -0.57
O -27.6891 23.5053 6.5881 1.410 0.230 -0.054 0.15
O -26.1026 24.1200 8.0229 0.316 2.191 0.057 0.07
H -24.6865 25.2527 9.8804 -1.091 -0.588 0.206 0.09
H -23.2501 24.8997 9.3900 0.718 -0.564 -0.287 0.08
H -24.0457 23.5399 10.1196 -0.649 0.052 -0.096 0.09
H -24.1019 24.7292 7.3285 -0.841 0.455 -0.236 0.16
H -25.0444 21.8105 8.0050 0.261 0.411 0.663 0.14
H -23.5853 22.4156 7.1226 -0.208 -0.293 -0.293 0.12
C -12.6904 26.6121 12.6768 0.762 -0.097 0.808 -0.03
C -13.7865 25.9385 11.9121 1.286 -0.104 -0.346 -0.37
C -14.4517 24.7700 12.6065 0.694 -1.482 -0.080 -0.07
O -15.8709 24.9380 12.4989 1.233 0.731 0.191 0.10
C -15.9740 26.2203 12.1642 -4.204 1.866 -1.721 -0.60
O -17.0156 26.8101 11.9832 0.577 -0.865 0.860 0.14
O -14.8449 26.8113 11.8541 -0.223 1.686 -0.292 0.11
H -13.0857 26.9903 13.6196 -0.003 0.087 0.049 0.10
H -12.2344 27.4377 12.1305 -0.255 -0.003 -0.102 0.09
H -11.8793 25.9267 12.9228 0.016 -0.178 -0.058 0.09
H -13.3981 25.7886 10.9048 -0.362 -0.592 -0.224 0.16
H -14.1627 24.8790 13.6519 -0.057 -0.890 0.140 0.14
H -14.2676 23.8300 12.0863 0.525 -0.152 0.759 0.14
C -16.6600 12.9196 1.1148 0.780 0.179 1.221 -0.02
C -16.5803 12.4106 2.5645 -1.241 0.608 0.683 -0.29
C -17.5509 13.1719 3.6262 1.880 0.632 -2.327 -0.13
O -18.1408 12.1698 4.3152 -0.538 -4.400 0.744 0.03
C -17.8557 10.9026 3.7471 -2.907 -1.870 -0.588 -0.39
O -18.4260 9.8367 4.0679 2.888 4.468 -0.961 0.10
O -17.0849 11.0978 2.5979 -1.800 -1.575 2.252 0.04
H -16.1006 12.2392 0.4727 0.269 0.343 -0.001 0.08
H -16.2193 13.9115 1.2144 0.278 0.090 -0.762 0.08
H -17.6454 13.0352 0.6635 -0.238 -0.194 0.617 0.09
H -15.5931 12.2572 3.0004 0.447 0.964 -0.502 0.15
H -18.2943 13.6939 3.0237 -0.073 0.410 0.212 0.13
H -17.0611 13.7961 4.3736 0.254 0.355 -0.561 0.13
C -20.3942 16.2378 18.9777 1.923 -0.021 0.538 0.00
C -19.3036 15.6359 19.9264 -1.340 0.958 -0.760 -0.29
C -18.7990 16.4755 21.0539 3.921 1.266 -0.415 -0.14
O -19.7295 16.3521 22.0676 -0.360 3.065 0.792 0.12
C -20.4206 15.2835 21.8175 -0.381 -1.362 1.547 -0.68
O -21.2176 14.8026 22.5372 -1.538 -0.359 0.984 0.19
O -19.9579 14.7074 20.7559 -0.352 -3.058 -2.653 0.10
H -20.5481 15.3583 18.3525 -1.215 0.394 -0.086 0.09
H -19.9318 17.0037 18.3550 0.061 0.031 -0.092 0.08
H -21.2050 16.7193 19.5245 -0.308 -0.583 -0.203 0.09
H -18.6463 15.1214 19.2254 0.668 0.056 0.821 0.16
H -18.4043 17.4674 20.8339 -1.366 0.630 -0.161 0.14
H -17.8707 16.1247 21.5047 0.286 -1.019 -0.316 0.14
C -14.5740 10.7823 9.8918 1.066 0.293 0.115 -0.03
C -14.1378 10.1664 11.2527 -1.260 -0.185 -0.223 -0.31
C -13.5506 8.6668 11.2002 -0.881 2.840 -0.639 -0.04
O -12.1357 8.9668 11.2180 -0.492 -0.242 0.241 0.05
C -11.8890 10.1502 11.8042 0.800 1.573 2.869 -0.43
O -10.8225 10.4509 12.3442 -3.544 -0.491 -2.263 0.12
O -13.1363 10.9377 11.9186 3.297 -2.191 -1.124 0.02
H -15.4785 10.3948 9.4228 0.048 -0.514 0.409 0.08
H -13.7663 10.7286 9.1619 0.104 -0.249 -0.097 0.08
H -14.7522 11.8525 9.9976 -0.004 0.027 0.384 0.08
H -14.9887 10.3230 11.9157 -0.175 -0.799 0.064 0.14
H -13.8377 8.2146 10.2509 0.383 -0.079 0.079 0.12
H -13.9262 8.0619 12.0255 0.657 0.030 0.187 0.13
C -18.9485 20.3717 9.6205 2.500 1.063 -0.279 -0.02
C -19.2433 18.9442 9.9574 -3.243 2.311 0.813 -0.39
C -18.4553 17.8704 9.3540 -1.120 -1.933 -3.720 -0.12
O -18.0270 16.9845 10.3291 0.608 0.396 0.610 0.10
C -18.3611 17.4980 11.4921 1.538 -0.297 3.781 -0.47
O -17.9208 16.9767 12.5237 -2.262 2.235 -2.295 0.11
O -19.1252 18.6851 11.3208 2.369 -2.303 2.940 0.08
H -19.3141 21.2180 10.2020 -0.568 -0.768 0.718 0.09
H -19.1541 20.7208 8.6086 -0.090 -0.801 -0.307 0.09
H -17.8665 20.4121 9.7458 0.374 0.616 -0.221 0.09
H -20.3311 18.9332 9.8896 -0.274 -1.095 -1.145 0.15
H -17.6562 18.1467 8.6662 0.087 0.192 0.273 0.15
H -19.1700 17.2185 8.8516 0.095 0.401 -1.166 0.14
C -7.3751 14.9107 4.7382 -0.750 0.715 -0.069 -0.01
C -8.8556 14.6254 4.3053 4.137 -1.174 -0.829 -0.35
C -9.3485 13.2196 4.6483 1.358 -0.064 0.289 -0.07
O -10.6191 13.5100 5.1302 -2.205 -3.747 -0.581 0.13
C -10.7444 14.7243 5.3936 -3.614 6.980 3.490 -0.58
O -11.6785 15.3326 5.9687 2.457 -2.658 -1.928 0.09
O -9.6483 15.4325 5.0440 -1.472 1.145 0.607 0.10
H -7.2565 14.9796 5.8195 -0.232 -1.305 0.273 0.09
H -7.1354 15.9664 4.6110 -0.098 0.108 -1.152 0.08
H -6.6422 14.2865 4.2269 -0.040 0.021 0.248 0.08
H -8.9434 14.8045 3.2337 -0.206 0.219 -0.150 0.15
H -8.8424 12.8343 5.5336 0.582 -0.378 -0.376 0.14
H -9.4008 12.5030 3.8287 0.069 0.126 0.157 0.14
C -16.3552 31.4924 5.6147 -0.017 -0.823 0.660 0.00
C -16.9070 30.6871 6.8026 0.886 -0.218 -0.273 -0.32
C -18.3728 30.7932 6.9782 -0.151 6.644 0.823 -0.21
O -18.9734 29.6144 6.8967 -1.993 -2.087 0.341 0.15
C -18.0265 28.7241 6.6883 0.344 -4.178 -2.835 -0.56
O -18.1433 27.5590 6.3450 -0.721 1.796 1.463 0.14
O -16.8541 29.3003 6.6024 2.794 -0.397 0.384 0.12
H -17.2094 31.5718 4.9423 0.322 1.007 -0.176 0.08
H -15.5516 31.0563 5.0212 0.036 -0.549 0.438 0.09
H -15.9037 32.3567 6.1018 -0.602 0.697 -0.764 0.09
H -16.4485 31.0266 7.7313 0.616 -0.636 -0.015 0.15
H -18.6654 31.5614 6.2624 -1.009 -0.562 -0.684 0.13
H -18.5493 31.3693 7.8864 -0.516 -0.713 0.648 0.14
C -26.1051 17.0986 15.4548 1.081 0.117 -1.284 0.00
C -25.3419 18.1310 14.5089 -1.995 -1.714 1.023 -0.24
C -25.6542 17.9413 13.0148 -0.423 1.306 0.504 -0.07
O -26.2544 19.2170 12.7588 -0.352 0.601 -2.532 0.05
C -26.6607 19.8686 13.8497 -0.850 1.492 -0.604 -0.60
O -27.4093 20.8220 13.8828 1.176 -1.493 -0.179 0.14
O -26.0615 19.3134 14.8674 0.483 0.420 1.757 0.06
H -27.1387 16.9998 15.1231 -0.234 1.002 0.059 0.08
H -26.0277 17.5184 16.4577 -0.137 -0.637 0.028 0.08
H -25.8587 16.0451 15.3226 1.076 0.063 0.512 0.08
H -24.2887 18.3638 14.6660 -0.044 -0.573 0.333 0.15
H -26.4510 17.2611 12.7139 0.444 -0.679 0.485 0.14
H -24.7515 17.8119 12.4178 -0.208 0.082 -0.098 0.13
C -23.2545 8.7529 8.3769 0.338 -0.002 -0.006 -0.02
C -22.4058 9.7391 9.2589 -0.763 -0.737 -2.170 -0.26
C -22.8345 11.2593 9.2188 -0.914 -2.922 0.081 -0.10
O -22.8413 11.5034 10.5812 0.076 0.554 3.249 0.03
C -22.9880 10.3480 11.3211 -2.847 0.302 4.619 -0.47
O -23.4595 10.2419 12.5021 2.551 1.157 -5.224 0.08
O -22.7170 9.2960 10.5786 0.651 0.425 -0.118 0.08
H -24.3224 8.7563 8.5954 -0.140 1.086 0.087 0.08
H -23.1154 7.7002 8.6228 1.039 0.039 0.133 0.08
H -23.1208 8.8413 7.2988 0.135 0.281 0.076 0.08
H -21.3309 9.7218 9.0790 0.033 -0.654 0.067 0.15
H -23.8876 11.2041 8.9434 0.002 0.805 -0.804 0.13
H -22.2033 11.9734 8.6899 -0.156 -0.330 -0.009 0.14
C -12.5798 15.3601 16.9575 -2.868 -0.767 -1.196 -0.05
C -11.1951 15.4053 17.3629 0.533 0.309 1.618 -0.31
C -10.6643 16.7835 17.6574 -0.205 1.173 -2.275 -0.12
O -9.9826 16.6770 18.8594 1.274 2.335 -0.345 0.11
C -10.1215 15.4795 19.3285 2.551 -2.747 3.993 -0.60
O -9.4152 15.0172 20.2343 -2.140 1.156 -2.154 0.12
O -11.0949 14.8460 18.7110 -0.662 -1.357 -0.822 0.10
H -12.8348 14.3081 16.8295 -0.371 -0.025 0.103 0.10
H -12.8852 15.8270 16.0212 0.929 0.047 -0.467 0.10
H -13.3264 15.8283 17.5989 0.491 -0.151 0.799 0.10
H -10.5732 14.7709 16.7314 0.208 0.308 -0.107 0.17
H -11.4168 17.5719 17.6747 -0.417 -0.258 0.565 0.14
H -10.0415 17.1096 16.8243 0.674 -0.031 0.275 0.14
```
Positions in Å, forces in eV/Å.

Results
Kohn-Sham gap	10.1031	eV
LUMO energy	-0.4	eV
SMILES string	C[C@H]1COC(=O)O1.C[C@H]1COC(=O)O1.C[C@H]1COC(=O)O1.C[C@H]1COC(=O)O1.C[C@H]1COC(=O)O1.C[C@H]1COC(=O)O1.C[C@H]1COC(=O)O1.C[C@H]1COC(=O)O1.C[C@H]1COC(=O)O1.C[C@H]1COC(=O)O1.C[C@H]1COC(=O)O1.C[C@H]1COC(=O)O1

For reference, relative energy (zero: lowest compared OMol25 entry of this formula, charge and spin) by record: 0.239 14.231 eV.